Record 1
{"formula": "C14H21BeN3O3Te", "method": "wB97M-V/def2-TZVPD", "orbital_gap_ev": 4.15, "charge": -2, "homo_energy_ev": 0.682, "symbols": ["Te", "O", "O", "O", "N", "N", "N", "C", "C", "C", "C", "C", "C", "C", "C", "C", "C", "C", "C", "C", "C", "Be", "H", "H", "H", "H", "H", "H", "H", "H", "H", "H", "H", "H", "H", "H", "H", "H", "H", "H", "H", "H", "H"], "xyz": [[0.423, 4.773, -0.554], [-1.452, 1.579, -0.224], [0.027, 1.918, 1.908], [1.138, 1.464, -0.449], [-3.012, 0.104, 0.765], [-0.722, -0.600, 0.615], [2.621, -0.062, 0.289], [1.207, 1.161, 1.912], [3.662, -0.158, 1.296], [0.989, -3.002, -1.526], [0.076, -1.332, -2.956], [-1.198, 1.189, 2.069], [0.813, -2.509, -2.822], [1.641, 0.864, 0.490], [-3.959, 1.037, 1.340], [3.064, -0.216, -1.092], [-0.467, -0.662, -1.875], [-1.582, 0.559, 0.712], [-0.306, -1.142, -0.528], [-3.472, -0.310, -0.544], [0.463, -2.353, -0.431], [-0.235, 2.516, -0.188], [-1.067, 0.407, 2.823], [1.561, -3.916, -1.370], [-2.794, -1.054, -0.955], [-0.993, 0.268, -2.030], [3.604, -1.160, -1.173], [1.232, -3.016, -3.684], [-3.758, 1.216, 2.395], [-0.069, -0.903, -3.945], [-3.537, 0.527, -1.255], [4.337, -0.967, 1.018], [-4.958, 0.592, 1.280], [1.097, 0.226, 2.465], [4.248, 0.765, 1.380], [1.977, 1.792, 2.374], [3.706, 0.616, -1.402], [2.194, -0.255, -1.742], [-3.994, 2.010, 0.820], [-1.902, 1.945, 2.402], [-4.462, -0.771, -0.445], [3.237, -0.397, 2.270], [0.620, -2.744, 0.569]]}

***

Record 2
{"formula": "C28H21CaF5IN5OPTe", "method": "wB97M-V/def2-TZVPD", "orbital_gap_ev": 7.34, "charge": 1, "homo_energy_ev": -10.916, "symbols": ["I", "Te", "Ca", "P", "F", "F", "F", "F", "F", "O", "N", "N", "N", "N", "N", "C", "C", "C", "C", "C", "C", "C", "C", "C", "C", "C", "C", "C", "C", "C", "C", "C", "C", "C", "C", "C", "C", "C", "C", "C", "C", "C", "C", "H", "H", "H", "H", "H", "H", "H", "H", "H", "H", "H", "H", "H", "H", "H", "H", "H", "H", "H", "H", "H"], "xyz": [[2.359, -0.600, 1.180], [-1.128, 4.542, 0.815], [0.606, 1.948, 0.128], [-0.986, -0.368, 0.898], [-1.843, 2.772, 0.284], [-0.564, 6.299, 1.000], [-0.231, 4.306, -0.897], [-2.507, 5.263, -0.224], [-2.192, 4.456, 2.312], [0.246, 3.587, 1.493], [2.738, -0.278, -4.286], [4.755, 2.568, -1.648], [4.858, 3.530, -0.712], [1.569, 0.973, -2.036], [2.918, 2.620, -0.371], [0.550, -3.138, -1.921], [-1.802, -3.534, -1.575], [2.859, -2.877, -2.453], [-2.773, -0.187, 0.770], [1.448, -0.416, -3.961], [-4.744, 0.541, -0.448], [-1.792, -2.523, -0.516], [0.615, -2.172, -0.833], [3.779, 3.536, 0.065], [-0.644, -1.826, -0.189], [-0.284, -1.979, 3.143], [0.855, 0.189, -2.850], [-0.159, 0.275, 4.802], [-0.631, 0.399, 3.497], [-3.370, 0.396, -0.365], [3.562, 2.062, -1.454], [-0.631, -0.738, 2.616], [-0.680, -3.744, -2.267], [0.196, -1.002, 5.271], [2.881, 1.070, -2.350], [3.488, 0.424, -3.388], [-3.570, -0.583, 1.807], [2.997, -2.092, -1.292], [1.923, -1.699, -0.531], [0.096, -2.114, 4.446], [1.656, -3.459, -2.674], [-4.981, -0.513, 1.743], [-5.526, 0.105, 0.664], [-0.413, -2.848, 2.464], [-0.170, 0.013, -2.679], [-3.135, -1.054, 2.673], [0.579, -1.005, 6.272], [-6.542, 0.340, 0.594], [-5.660, -0.793, 2.569], [4.543, 0.490, -3.535], [-2.714, -2.216, -0.075], [1.559, -4.184, -3.487], [3.723, -3.244, -3.037], [-5.190, 0.997, -1.311], [-2.703, -4.077, -1.696], [-0.645, -4.470, -3.061], [3.596, 4.247, 0.871], [5.674, 4.109, -0.797], [-2.700, 0.774, -1.118], [-0.821, 1.467, 3.168], [0.311, -3.061, 4.842], [0.004, 1.170, 5.388], [0.814, -0.942, -4.697], [3.974, -1.736, -1.045]]}